[1]
Here is 3 unconnected molecules or ions with the total composition C2H10N2O3 in a non-equilibrium geometry from the Open Molecules 2025 dataset. Energies are from the ωB97M-V functional and the def2-TZVPD basis.

Properties
HOMO (eV): -9.118
LUMO (eV): 0.43
HOMO-LUMO gap (eV): 9.55

Structure (XYZ):
```
17
C2H10N2O3 the ωB97M-V functional and the def2-TZVPD basis
O 0.0910 3.1527 1.9797
O 1.8700 -1.6803 -2.0021
O 0.4668 -2.0398 0.2641
N -0.7961 -0.0124 -1.5930
N -0.9732 -0.8904 1.5547
C -0.1286 -1.0057 0.5122
C -0.0374 0.2208 -0.3650
H -1.2956 -1.6770 2.0940
H 1.4769 -2.0328 -1.1671
H -0.3210 -0.6846 -2.1764
H -0.5044 2.8211 2.6522
H -1.5130 -0.0513 1.6935
H 2.3934 -2.3990 -2.3671
H -1.0054 0.8482 -2.0672
H 0.9918 0.4779 -0.6292
H -0.4097 1.1035 0.1611
H -0.3054 3.8492 1.4558
```

=====

[2]
Here is a molecular structure, C21H30N10O4V from the Open Molecules 2025 dataset. Energies are from the ωB97M-V functional and the def2-TZVPD basis.

Properties
<S²>: 0.8836
Net charge: +4
HOMO (alpha / beta) (eV): -19.700 / -19.736
LUMO (alpha / beta) (eV): -14.02 / -12.50
2S+1: 2
HOMO-LUMO gap (alpha / beta) (eV): 5.68 / 7.24

Structure (XYZ):
```
66
C21H30N10O4V the ωB97M-V functional and the def2-TZVPD basis
V 0.1805 0.5902 0.4108
O -1.5585 0.3231 0.0078
O 3.2269 4.1324 -0.7003
O 1.9123 0.7674 0.3720
O -3.3728 -0.9395 -0.3158
N 1.0095 0.2442 3.2297
N -5.9145 -5.3326 -1.7502
N 0.1613 -1.4130 -0.2871
N -7.0123 -3.7640 -0.4848
N 0.4721 0.0329 4.3878
N -0.0299 0.2194 2.3885
N 1.1749 0.0575 5.5378
N 2.3468 3.5298 1.7627
N -0.8355 -0.1166 4.3925
N -4.9183 -3.2749 -1.3157
C 3.4518 2.8548 1.8820
C 1.4498 3.4726 0.6504
C 3.2495 0.8839 0.2418
C 3.9728 1.8100 1.0449
C -1.3761 -2.7605 -1.7609
C 3.9116 0.0377 -0.6303
C 0.1028 3.1367 0.8469
C -1.1398 0.0035 3.1173
C 3.7343 4.7006 -1.9394
C -2.1902 -0.8599 -0.2569
C 6.0338 0.9224 0.1004
C -5.9489 -4.1271 -1.1966
C -0.7443 3.0435 -0.2700
C -0.2324 3.2822 -1.5462
C -2.4898 -3.8214 -1.8582
C -1.2057 -2.0031 -0.4288
C 5.3744 1.7643 0.9816
C 1.9564 3.7744 -0.6216
C 1.0845 3.6584 -1.7226
C 5.3009 0.0677 -0.7102
C -3.8795 -3.3551 -2.3380
H 5.9531 2.4327 1.6083
H -4.9958 -2.4055 -0.8113
H -7.7622 -4.4115 -0.2991
H 2.1195 -0.2813 5.4120
H -3.8162 -2.3823 -2.8280
H 5.8080 -0.6020 -1.3923
H 0.6351 -0.3555 6.2908
H 1.4457 3.8827 -2.7167
H 4.7341 5.0474 -1.7041
H -0.8904 3.2326 -2.4038
H -2.1427 -0.0477 2.7262
H -2.5790 -4.3832 -0.9257
H 4.0910 3.1800 2.6987
H 0.6042 -1.4114 -1.2099
H -5.0843 -5.7058 -2.1756
H -7.1747 -2.8015 -0.2405
H -1.8011 2.8667 -0.1285
H 3.1151 5.5435 -2.2430
H -0.4276 -3.2753 -1.9367
H -0.3046 3.1058 1.8543
H -1.4875 -2.0355 -2.5738
H 0.7489 -2.0275 0.2776
H -1.3707 -2.6847 0.4103
H -6.7304 -5.9250 -1.7523
H -4.2365 -4.0287 -3.1163
H 3.7747 3.9357 -2.7133
H 7.1142 0.9320 0.0523
H -2.1242 -4.5367 -2.5963
H 2.1769 4.2648 2.4461
H 3.3490 -0.6647 -1.2310
```

=====

[3]
Here is a molecular structure, CH4NO2S2 in a non-equilibrium geometry from the Open Molecules 2025 dataset. Energies are from the ωB97M-V functional and the def2-TZVPD basis.

Properties
Net charge: -1
HOMO (eV): -3.801
LUMO (eV): 3.71
HOMO-LUMO gap (eV): 7.52

Structure (XYZ):
```
10
CH4NO2S2 the ωB97M-V functional and the def2-TZVPD basis
S -1.2164 -1.7121 -0.1351
S 0.3358 1.3539 1.2556
O 1.6695 1.8280 1.6129
O -0.1084 0.2170 2.0862
N 0.6816 0.3388 -0.6818
C -0.4269 -0.2715 -1.1884
H -1.2543 0.4382 -1.2794
H 1.4645 -0.2887 -0.5296
H -0.8791 -1.1189 1.0061
H -0.2663 -0.7847 -2.1466
```